Molecular formula: C39H92F21N7O28S7
Method: DFT, wB97M-V/def2-TZVPD

```
194
Properties=species:S:1:pos:R:3:forces:R:3:mulliken_charge:R:1
C -0.02987 -5.63518 5.23157 -0.4645 0.1972 0.2131 -1.5267
C 0.53222 -4.46161 4.44294 1.5280 -0.5265 -0.7683 1.7770
C 0.03384 -3.11133 4.80634 -1.3275 1.8872 -0.1143 -0.5889
O 0.67389 -2.01108 4.13679 -0.2207 -0.9623 -0.1528 -0.0778
C -0.11802 -0.84385 4.17278 0.1193 0.7923 -0.3852 -0.9766
N 2.07366 -4.54685 4.51443 -1.1555 0.3408 -0.4259 0.0346
H 2.33201 -5.52114 4.45023 0.3742 -0.2908 1.0869 0.4766
H 2.57872 -4.17579 3.72240 0.3608 1.1431 -1.2479 -0.0181
H 2.43980 -3.95882 5.24946 0.4215 -0.5755 0.8059 0.3669
H 0.52519 -6.56064 5.07818 0.0530 0.0348 -0.3583 0.4657
H -1.06535 -5.80956 4.93921 -0.0302 0.0586 -0.1281 0.2655
H -0.01988 -5.47508 6.30970 0.0732 0.2992 0.0578 0.4226
H 0.36057 -4.55345 3.37046 -0.2789 -0.3131 0.0127 -1.0650
H -0.04598 -2.82895 5.85610 0.4730 -0.5650 0.5274 0.4436
H -1.00418 -3.12744 4.47413 -0.3651 -0.2155 -0.1139 0.0459
H -0.37222 -0.53917 5.18799 0.2815 0.0502 0.3289 0.4878
H -1.05102 -0.80061 3.61087 -0.3147 -1.2051 -0.1804 0.4629
H 0.40534 -0.04922 3.64103 0.5986 -0.0679 0.4420 0.0801
C -2.49942 4.41247 -2.09405 -0.5387 -0.2349 0.3531 -1.2704
C -2.91175 5.56221 -1.23003 -1.0715 0.9962 -0.6458 1.4174
C -3.57545 6.66307 -2.15674 0.8005 1.1995 1.5741 -0.8346
O -4.10379 7.78343 -1.40560 0.9089 0.0484 0.7677 -0.4130
C -3.11660 8.66827 -0.76874 -0.8981 -0.7251 -0.9130 -0.5659
N -3.87334 5.13877 -0.10490 0.3347 0.2894 -0.5698 0.1186
H -3.44234 4.43489 0.47724 0.7200 -1.2266 0.2890 0.3057
H -4.06920 5.85802 0.57659 -0.3382 0.8095 -0.2737 0.4710
H -4.74351 4.76256 -0.45326 -0.3969 -0.0657 -0.2941 0.4602
H -1.81022 4.82358 -2.83168 0.2060 -0.5591 -0.0236 0.3889
H -3.36622 4.02046 -2.62611 0.1427 -0.2090 -0.1920 0.3928
H -2.07710 3.62782 -1.46630 0.3386 -0.1079 -0.4348 -0.0227
H -2.04239 5.90110 -0.66659 -0.0584 0.5037 -0.1405 -0.4765
H -4.36403 6.32983 -2.83143 -0.2179 -0.4873 0.5526 0.4215
H -2.83096 7.06648 -2.84310 0.4926 -0.2981 0.0534 0.4251
H -2.40606 9.05539 -1.49906 -0.1161 0.0940 -0.2390 0.3212
H -2.52041 8.20388 0.01675 -0.1156 -0.4874 0.1888 0.0913
H -3.67984 9.48372 -0.31498 -0.0158 -0.1009 -0.2049 0.3208
C 3.62990 3.39139 -3.28249 -0.5377 0.4572 -0.7253 -1.7022
C 4.42047 3.61745 -2.04019 -0.0528 -0.7716 0.0169 1.2773
C 5.70697 2.76520 -2.02274 0.3377 1.2678 -0.6078 -0.7175
O 6.54044 3.06490 -0.91919 0.3459 0.6228 -1.8225 -0.4774
C 6.30900 2.30964 0.20263 -0.8335 0.0344 1.4481 -0.4191
N 4.77524 5.14459 -1.94268 -0.5819 -0.8289 0.9216 -0.1901
H 5.12338 5.31373 -1.00979 1.2880 -0.2153 0.1179 0.3668
H 5.39241 5.45810 -2.67815 0.5047 -0.0107 -0.1722 0.3615
H 3.96599 5.74860 -1.92284 -0.7511 -0.1993 -0.8381 0.3126
H 3.13458 2.42272 -3.34890 0.4255 -0.2563 0.1343 0.1527
H 4.25739 3.53376 -4.16231 -0.0991 -0.1587 -0.1855 0.3917
H 2.77425 4.06486 -3.33139 -0.0566 0.2334 -0.1168 0.5169
H 3.76977 3.43505 -1.18496 0.2246 0.1162 0.3498 -0.4637
H 6.30602 3.03122 -2.89365 -0.0504 0.1920 -0.2588 0.4965
H 5.46990 1.72252 -2.23421 -0.1959 -0.2804 0.6262 0.4031
H 6.75195 1.31396 0.22542 0.0424 -0.0157 -0.2947 0.2916
H 5.22514 2.25193 0.30268 -0.2274 -0.5384 0.5744 0.0406
H 6.69500 2.91881 1.01995 0.0728 -0.3436 0.3275 0.3153
C -0.19547 -0.91335 -2.55210 1.2230 0.6624 0.8649 -0.2945
N -0.36016 -0.25318 -1.13153 -2.2020 0.5540 -0.9423 2.0000
C 0.94693 0.44350 -0.67201 -1.0121 -1.0920 0.2008 0.0474
C -1.44600 0.82793 -1.37415 0.1855 0.1673 1.2078 1.0114
C -0.97485 -1.32526 -0.16762 2.3999 -1.6148 0.6272 0.1719
C 0.10430 -2.26035 0.55635 -0.4885 1.5953 -1.2276 -0.3558
O 0.92191 -2.87478 -0.42766 -0.9269 -0.0217 0.0202 1.3411
H -1.09720 -1.23708 -3.07190 -0.5168 0.0034 0.9101 0.4712
H 0.49503 -1.74109 -2.39035 -0.0291 0.2705 -0.3595 -0.0357
H 0.19455 -0.09408 -3.15607 0.4793 -0.2844 -0.0167 -0.3209
H 1.65901 -0.36830 -0.52363 0.1550 0.2872 -0.2428 0.0392
H 0.79140 0.96925 0.27006 -0.4505 -0.4042 0.2005 -0.8981
H 1.29123 1.22122 -1.35371 -0.2842 -0.5372 -0.6391 0.1183
H -1.19321 1.48432 -2.20683 0.2833 -0.2759 -0.0897 -0.3208
H -1.55216 1.39280 -0.44800 0.5814 0.2605 0.1135 -0.9380
H -2.47113 0.47116 -1.47372 0.3820 -1.0559 -0.6014 0.0709
H -1.55115 -2.01070 -0.78903 -0.3624 0.6141 0.0474 0.3190
H -1.51288 -0.93045 0.69421 -0.3284 0.5572 -0.7402 -0.2687
H -0.43848 -2.95229 1.20033 -0.2843 -0.1887 -0.2936 -0.5866
H 0.67198 -1.63088 1.24164 0.4763 0.0849 0.0240 -0.2256
H 1.71036 -3.21407 0.00224 0.4700 0.2713 0.2468 -0.6046
C 3.12082 7.57401 2.43867 -2.2525 0.3124 -1.6326 -0.8115
N 1.65004 7.18609 1.98056 0.4849 -0.6858 1.1247 0.1207
C 0.79887 6.92895 3.21033 0.3903 0.0577 0.0026 -1.0069
C 0.96781 8.35704 1.24876 0.1115 -0.6094 0.5588 -0.9332
C 1.73916 5.90497 1.04724 -0.1008 2.1613 -0.8708 0.1819
C 2.36404 4.63242 1.60089 0.5234 0.7274 2.2804 -0.7208
O 2.16622 3.50737 0.88648 0.1659 -0.4182 -1.8088 0.3601
H 3.70324 6.75080 2.85245 -0.5202 0.0154 0.0615 0.3026
H 2.95570 8.42175 3.10364 0.4905 -0.1410 0.0054 0.3896
H 3.48506 7.87726 1.45711 0.7754 0.2478 0.4386 0.3842
H -0.20949 6.66703 2.88985 0.1969 -0.3763 0.1067 0.3914
H 0.72643 7.81656 3.83882 0.1462 0.2829 -0.3816 0.4279
H 1.29274 6.19495 3.84706 -0.3165 -0.3275 -0.3681 0.4402
H 0.76535 9.15883 1.95886 0.0477 -0.2618 0.2365 0.3836
H 0.01887 7.94483 0.90569 0.0971 0.1973 -0.1901 0.3815
H 1.52548 8.83434 0.44298 0.3138 -0.7129 -0.0833 0.3519
H 2.24019 6.40106 0.21599 0.4792 -0.5539 -0.3351 0.2468
H 0.74842 5.70117 0.64105 -0.2668 -0.0804 0.4930 -0.0722
H 1.90093 4.51507 2.58062 -0.0373 -0.0377 0.4751 0.3258
H 3.43600 4.65632 1.79693 0.1904 0.7204 -0.1345 0.2314
H 1.26579 3.22308 1.05972 -0.7603 -0.6878 -0.0068 0.3967
C 1.91519 -6.32279 0.26128 0.1696 -0.4156 -2.5184 -0.3125
N 1.92978 -6.51403 -1.32868 0.7982 -0.8018 1.0818 0.6626
C 0.48666 -6.43813 -1.82024 0.8045 0.3239 0.0983 -0.4025
C 2.87252 -5.43998 -1.94857 -0.7175 -0.6533 0.9297 -0.5627
C 2.64198 -7.88526 -1.62419 -0.0887 0.6804 0.5174 -0.6273
C 1.90819 -9.16424 -1.20242 -1.1685 1.1820 0.1671 -0.5381
O 1.18151 -9.50154 -2.36557 0.2142 -0.6829 -0.2740 -0.5410
H 1.70187 -5.26664 0.42601 0.0386 -0.2918 0.1702 -0.4544
H 2.91185 -6.62677 0.58124 -0.0914 0.2973 0.1443 0.4430
H 1.15245 -6.99393 0.65613 0.0940 0.2385 -0.0476 0.4291
H 0.40838 -6.48833 -2.90627 0.3759 0.0318 0.0435 0.4474
H 0.13806 -5.46431 -1.47636 -0.2065 -0.1303 -0.0988 -0.2260
H -0.08234 -7.25882 -1.38342 0.1069 0.1626 0.1108 0.3090
H 3.76100 -5.43374 -1.31717 0.1615 -0.2251 -0.2604 0.4692
H 2.44521 -4.44256 -1.84532 -0.3751 -0.2546 -0.3407 -0.2261
H 3.06481 -5.73471 -2.98020 -0.0390 0.3272 0.1741 0.3290
H 3.63589 -7.79568 -1.18576 -0.1158 0.0953 0.2398 0.5476
H 2.80198 -7.94203 -2.70089 -0.2680 0.0828 0.0039 0.4516
H 1.19128 -9.03320 -0.39188 -0.1401 0.7137 0.2328 0.2461
H 2.53762 -9.91769 -0.72889 0.6133 -0.3223 -0.9292 0.3461
H 0.32456 -9.88899 -2.17289 0.0333 -0.1383 0.1729 0.3136
C -4.82197 0.75361 1.15001 0.5234 0.8351 1.1314 -0.5676
N -5.30200 -0.08242 2.35360 -0.4101 0.5367 -1.0979 0.4169
C -6.53929 0.66059 3.05446 2.3473 -0.9793 -0.1912 -0.9024
C -5.74498 -1.40090 1.71980 -0.4692 0.4310 1.0988 -0.9790
C -4.09158 -0.33089 3.31988 -0.5903 0.6250 -0.4559 2.2453
C -4.40210 -1.13399 4.57920 0.2741 0.9186 0.0790 -0.8989
O -4.80785 -0.29560 5.67930 -0.2550 -0.2886 -0.4576 -0.6453
H -3.83893 0.42691 0.81089 -0.3705 -0.6192 -0.0534 -0.1820
H -4.64159 1.77205 1.49401 -0.1720 0.1115 0.3251 0.4394
H -5.53436 0.80132 0.32640 -0.0841 -0.5891 0.2766 0.3950
H -7.29924 0.93982 2.32465 0.3053 -0.2721 -0.1040 0.3295
H -6.09521 1.52602 3.54632 -0.1723 0.0572 -0.1300 0.3022
H -6.91431 -0.00883 3.82863 -0.0622 0.0025 -0.2245 0.3743
H -6.40926 -1.85660 2.45408 0.4306 -0.5429 0.0407 0.4972
H -4.82668 -1.94117 1.48975 -0.3751 -0.3262 -0.2175 0.2331
H -6.38528 -1.20568 0.85956 0.4477 0.1277 -0.1306 0.3756
H -3.64908 0.64533 3.51811 -0.7312 -0.0101 0.3519 -0.2299
H -3.23660 -0.78430 2.81836 -0.7444 -0.5961 -0.8689 -1.4115
H -3.46372 -1.61879 4.84848 -0.1128 -0.3754 -0.0804 0.3145
H -5.16453 -1.89108 4.39583 0.0840 0.0092 0.1446 0.3648
H -4.00791 -0.00157 6.12116 -0.0372 0.0310 0.0715 0.3704
C -1.92892 -5.75021 0.95738 -2.8681 0.4632 0.4610 0.5329
F -2.27579 -7.07567 0.98964 0.1497 1.3622 -0.1719 -0.2853
F -0.69896 -5.68859 1.39334 1.9749 0.1949 0.2216 -0.2693
F -2.02388 -5.28837 -0.29441 0.3449 -0.4904 0.6049 -0.1289
S -3.06496 -4.65652 2.10600 -3.9475 -1.7541 -0.4674 1.2785
O -4.39427 -5.09637 1.63434 1.8903 1.0364 -0.0709 -0.7965
O -2.89267 -5.14071 3.47377 1.7006 0.3966 -0.0491 -0.7726
O -2.76642 -3.23745 1.89556 0.7653 -0.7168 0.0699 -0.4174
C 0.56539 -3.78180 -4.87088 -0.5803 -1.3904 -1.6997 0.3052
F 1.58354 -4.62634 -4.47289 -0.7057 0.6465 0.0582 -0.2631
F -0.49041 -4.01725 -4.04476 0.4593 -0.0648 -0.0527 -0.1660
F 0.94202 -2.54406 -4.68834 0.4397 0.7231 0.3846 -0.0551
S 0.15740 -4.11037 -6.74168 -0.0801 -1.5230 -1.6565 1.1794
O -0.15880 -5.54380 -6.82731 0.0011 0.8363 1.1530 -0.7108
O -0.96323 -3.25703 -7.10154 0.5528 0.1036 1.0580 -0.6473
O 1.40970 -3.81966 -7.40961 -0.1335 0.5324 0.8051 -0.6282
C 4.24376 -1.12821 -2.92437 3.9500 0.1283 -2.9754 0.0757
F 5.27287 -0.86658 -2.03868 -0.5285 0.4609 -0.1232 -0.2785
F 3.74612 -2.25208 -2.54477 -1.5715 -1.4385 0.8084 0.0459
F 3.39581 -0.13160 -2.87922 -1.2956 0.8481 0.8085 0.0039
S 4.96084 -1.25160 -4.77613 -0.6881 -0.8474 -1.2556 1.0427
O 5.39165 0.11214 -5.07524 -0.8370 0.2913 0.6615 -0.6846
O 6.11143 -2.13572 -4.71842 -0.5231 -0.2165 0.8040 -0.6960
O 3.80880 -1.78070 -5.53894 1.5630 1.1656 1.7103 -0.4666
C -0.16363 0.82871 -5.93713 1.2726 2.1611 -0.5969 0.5683
F -0.99622 -0.04861 -5.45827 0.1321 -1.0252 0.2485 -0.1493
F 1.15875 0.53173 -5.75993 -1.5203 -0.3925 0.0371 -0.1839
F -0.36851 0.97007 -7.26471 0.0491 -0.1672 1.1235 -0.2598
S -0.47050 2.49483 -5.01903 0.6442 2.4183 -3.6700 0.8941
O -1.80762 2.45166 -4.50479 -1.3705 -0.5569 0.9881 -0.6547
O 0.53233 2.60167 -3.95873 0.3687 -0.2177 0.1564 -0.4695
O -0.36220 3.50642 -6.13342 0.4707 -1.8355 2.3858 -0.7321
C 4.06205 -0.89082 1.78562 -0.0496 -2.1789 0.9874 0.3431
F 5.17692 -0.40451 2.35587 -0.7334 0.3982 -0.1542 -0.2251
F 2.95457 -0.54737 2.50724 0.9309 0.1503 -0.3346 -0.1410
F 3.92412 -0.41355 0.56693 0.1108 0.1535 -0.0303 -0.0699
S 4.23682 -2.83155 1.79230 2.1871 -0.8597 -0.8899 1.2389
O 5.54108 -3.11332 1.18042 -1.9257 0.9760 0.5544 -0.7140
O 4.19993 -3.31993 3.18161 -0.7957 0.8026 -0.0720 -0.9475
O 3.07122 -3.26365 1.02824 0.1380 0.1389 0.4096 -0.7643
C -6.34462 -1.49062 -2.13701 -0.2761 -1.4394 -0.0064 0.4292
F -6.52632 -0.18540 -1.75505 0.1596 -0.4479 -0.6329 -0.2485
F -7.27312 -2.19440 -1.39730 1.0793 0.5250 0.0676 -0.2555
F -6.75028 -1.71252 -3.40910 0.5493 1.0296 0.9150 -0.2019
S -4.47359 -2.09550 -1.96389 -0.2907 -2.0592 -1.5013 1.3824
O -3.92293 -1.64436 -3.22852 -0.2505 0.5844 0.9155 -0.6913
O -3.92029 -1.44070 -0.77632 -0.7297 0.2289 -0.0893 -0.5522
O -4.60354 -3.55497 -1.89285 -0.2364 1.9553 0.5958 -0.7307
C -1.60065 2.75782 4.15208 2.2730 1.0537 -3.1647 0.3362
F -0.50278 2.22525 4.71540 -0.6040 0.9106 0.0839 -0.1826
F -2.63587 2.14212 4.53808 -2.2536 -0.8352 1.7694 -0.2091
F -1.71515 4.10630 4.39059 0.4408 -1.4233 0.1754 -0.2188
S -1.49853 2.44473 2.23934 -0.6220 -1.4851 -1.6384 1.1763
O -2.55420 3.30377 1.64212 0.1584 -0.9109 1.1523 -1.1669
O -0.21447 2.89540 1.80191 1.7839 1.5656 0.4041 -1.0899
O -1.55630 0.98693 1.99637 -1.2161 2.2207 1.3755 -0.7500
```
Forces are in eV/Å.

The calculation puts the orbital gap at 3.051 eV.